# 1
{"formula": "CHBrFI", "method": "the ωB97M-V functional and the def2-TZVPD basis", "molar_mass_g_mol": 238.8, "de_lowest_kj_mol": 374.7, "e_homo_ev": [-9.66, -8.52], "largest_force_ha_per_bohr": 0.0370, "lumo_energy_ev": [-0.751, -0.740], "total_charge": 0, "energy_ev": -81909.107, "elements": ["C", "F", "Br", "I", "H"], "xyz": [[-0.16, -0.17, 0.22], [0.15, -0.29, 1.50], [-0.52, -1.81, -0.61], [-1.14, 1.55, -0.41], [1.66, 0.72, -0.70]], "mulliken_charge": [-0.0522, -0.1521, -0.0388, 0.1863, 0.0568]}


# 2
{"formula": "C17H49O8RbS7", "method": "the ωB97M-V functional and the def2-TZVPD basis", "molar_mass_g_mol": 691.5, "de_lowest_kj_mol": 178.9, "e_homo_ev": -7.42, "largest_force_ha_per_bohr": 0.0607, "lumo_energy_ev": -0.911, "total_charge": 0, "energy_ev": -111296.301, "elements": ["Rb", "C", "C", "C", "O", "H", "H", "H", "H", "H", "H", "H", "C", "S", "O", "C", "H", "H", "H", "H", "H", "H", "C", "S", "O", "C", "H", "H", "H", "H", "H", "H", "C", "S", "O", "C", "H", "H", "H", "H", "H", "H", "C", "S", "O", "C", "H", "H", "H", "H", "H", "H", "C", "S", "O", "C", "H", "H", "H", "H", "H", "H", "C", "S", "O", "C", "H", "H", "H", "H", "H", "H", "C", "S", "O", "C", "H", "H", "H", "H", "H", "H"], "xyz": [[-1.81, -1.41, 2.78], [-1.16, -0.19, -0.73], [0.07, 0.24, 0.02], [-0.02, 1.72, 0.48], [0.45, -0.71, 0.98], [-0.74, -0.99, -1.34], [-1.56, 0.63, -1.32], [-1.88, -0.67, -0.08], [0.85, 0.32, -0.73], [-0.59, 2.27, -0.28], [1.02, 2.03, 0.52], [-0.39, 1.92, 1.49], [-2.93, 3.97, 2.45], [-4.19, 3.86, 1.14], [-5.46, 3.86, 1.96], [-3.95, 2.19, 0.48], [-3.02, 3.05, 3.02], [-3.04, 4.86, 3.08], [-1.90, 3.82, 2.15], [-4.61, 2.01, -0.37], [-4.25, 1.35, 1.10], [-2.92, 2.03, 0.16], [-0.68, -3.95, -1.14], [0.61, -4.64, -2.25], [-0.14, -5.79, -2.90], [0.71, -3.34, -3.55], [-0.42, -2.93, -0.85], [-0.90, -4.49, -0.22], [-1.65, -3.89, -1.62], [-0.27, -3.16, -4.00], [1.43, -3.60, -4.33], [0.98, -2.31, -3.29], [-0.19, 0.81, 6.37], [-0.18, 1.25, 4.57], [-1.66, 1.19, 4.10], [0.43, 3.00, 4.51], [-0.92, 1.44, 6.88], [0.77, 1.04, 6.84], [-0.30, -0.27, 6.50], [1.50, 3.04, 4.71], [-0.16, 3.54, 5.25], [0.34, 3.51, 3.56], [1.60, -6.69, 2.21], [2.48, -5.09, 2.61], [2.68, -5.23, 4.12], [0.95, -4.03, 2.30], [0.85, -6.85, 2.99], [2.31, -7.51, 2.18], [1.13, -6.58, 1.23], [1.05, -2.95, 2.46], [0.00, -4.47, 2.60], [0.79, -4.20, 1.24], [5.62, -3.54, 1.53], [5.35, -2.00, 0.59], [5.98, -2.24, -0.82], [3.54, -2.14, 0.36], [5.14, -4.36, 1.00], [5.08, -3.49, 2.48], [6.67, -3.79, 1.68], [3.33, -2.89, -0.40], [3.25, -1.14, 0.03], [3.10, -2.28, 1.35], [1.94, 2.93, -2.85], [1.53, 3.63, -4.56], [0.62, 4.85, -4.30], [3.20, 4.18, -5.13], [0.99, 2.73, -2.36], [2.48, 3.70, -2.29], [2.49, 1.99, -2.83], [3.19, 5.20, -5.50], [3.54, 3.42, -5.84], [3.80, 4.08, -4.22], [-4.83, 3.62, -4.67], [-3.22, 3.35, -3.78], [-3.32, 4.26, -2.57], [-3.72, 1.72, -3.19], [-4.91, 4.59, -5.15], [-5.66, 3.51, -3.97], [-4.98, 2.86, -5.44], [-3.41, 0.99, -3.94], [-4.78, 1.61, -2.97], [-3.11, 1.63, -2.29]], "mulliken_charge": [0.8683, 0.0011, 0.9983, -0.8932, -0.7061, -0.2708, -0.1806, 0.0564, -0.2412, 0.3165, 0.4403, -0.4196, -0.7002, 0.5106, -0.6807, -0.2778, 0.1567, 0.4192, 0.1562, 0.2444, 0.4060, -0.2739, -0.6521, 0.5327, -0.6857, -0.9557, -0.0318, 0.3945, 0.4485, 0.3468, 0.3604, 0.2922, -1.0076, 0.6408, -0.5901, -0.9927, 0.3394, 0.3672, 0.2989, 0.3871, 0.3379, 0.2921, -0.9553, 0.6641, -0.6915, -0.8270, 0.3273, 0.3562, 0.2463, 0.2434, 0.5007, 0.0733, -0.8121, 0.4261, -0.6491, -0.2432, 0.2248, 0.2993, 0.3961, 0.2580, 0.1446, -0.0484, -0.7585, 0.4878, -0.6154, -0.8318, -0.0361, 0.4106, 0.4164, 0.3242, 0.3138, 0.2485, -1.0168, 0.5300, -0.5796, -0.1835, 0.3250, 0.3062, 0.3556, 0.3962, 0.4272, -0.5059]}


# 3
{"formula": "C19H56N4O9", "method": "the ωB97M-V functional and the def2-TZVPD basis", "smiles": "NC(N)=O.NC(N)=O.CC(C)O.CC(C)O.CC(C)O.CCO.CCO.CCO.CCO", "molar_mass_g_mol": 484.7, "de_lowest_kj_mol": 0.0, "e_homo_ev": -9.56, "largest_force_ha_per_bohr": 0.0687, "lumo_energy_ev": 0.484, "total_charge": 0, "energy_ev": -44999.446, "elements": ["C", "C", "C", "O", "H", "H", "H", "H", "H", "H", "H", "H", "C", "C", "C", "O", "H", "H", "H", "H", "H", "H", "H", "H", "C", "C", "C", "O", "H", "H", "H", "H", "H", "H", "H", "H", "C", "O", "N", "N", "H", "H", "H", "H", "C", "O", "N", "N", "H", "H", "H", "H", "C", "C", "O", "H", "H", "H", "H", "H", "H", "C", "C", "O", "H", "H", "H", "H", "H", "H", "C", "C", "O", "H", "H", "H", "H", "H", "H", "C", "C", "O", "H", "H", "H", "H", "H", "H"], "xyz": [[3.48, 1.42, -4.02], [2.31, 1.73, -2.97], [1.93, 3.11, -3.03], [1.22, 0.98, -3.35], [3.06, 1.38, -5.06], [3.97, 0.50, -3.87], [4.30, 2.14, -3.96], [2.58, 1.49, -1.94], [1.74, 3.44, -4.04], [2.76, 3.72, -2.78], [1.11, 3.32, -2.34], [1.40, 0.01, -3.23], [4.63, -3.60, 0.41], [3.47, -3.54, 1.49], [3.26, -4.95, 2.08], [3.73, -2.64, 2.55], [4.77, -2.57, 0.13], [4.39, -4.26, -0.42], [5.47, -4.05, 0.98], [2.55, -3.39, 0.92], [3.28, -5.72, 1.34], [2.21, -4.94, 2.43], [3.92, -5.31, 2.90], [3.08, -1.90, 2.41], [-3.53, 3.82, 1.80], [-3.74, 2.71, 2.85], [-4.63, 1.58, 2.33], [-2.50, 2.21, 3.38], [-2.99, 3.45, 0.92], [-2.95, 4.63, 2.24], [-4.40, 4.26, 1.36], [-4.12, 3.21, 3.77], [-4.10, 1.06, 1.47], [-5.48, 2.08, 1.87], [-5.04, 0.97, 3.17], [-1.97, 2.03, 2.56], [1.08, -0.43, 3.40], [1.41, -1.22, 2.47], [-0.13, 0.19, 3.43], [1.94, -0.20, 4.41], [-0.21, 0.97, 4.03], [-0.84, 0.10, 2.70], [1.72, 0.25, 5.28], [2.91, -0.51, 4.32], [-0.64, 0.59, -0.30], [-1.32, 0.90, 0.71], [-1.07, 0.75, -1.57], [0.58, 0.00, -0.11], [-1.98, 1.20, -1.68], [-0.33, 1.04, -2.30], [1.02, -0.04, 0.79], [0.89, -0.59, -0.88], [1.18, 3.76, 2.75], [1.12, 3.43, 1.27], [-0.19, 3.88, 0.86], [2.22, 3.68, 3.15], [0.52, 3.10, 3.22], [0.74, 4.77, 2.79], [1.20, 2.36, 0.99], [1.90, 3.82, 0.59], [-0.40, 3.33, 0.05], [-2.55, -2.18, 1.37], [-1.34, -2.99, 1.71], [-0.24, -2.90, 0.83], [-2.17, -1.29, 0.79], [-2.96, -1.83, 2.27], [-3.30, -2.71, 0.76], [-1.54, -4.09, 1.88], [-1.06, -2.68, 2.75], [0.32, -2.23, 1.25], [-0.13, -2.72, -3.52], [1.06, -3.25, -2.83], [1.84, -2.05, -2.41], [-0.55, -3.47, -4.17], [0.06, -1.79, -4.14], [-0.82, -2.44, -2.77], [1.77, -3.82, -3.50], [0.78, -3.91, -2.02], [2.70, -2.42, -2.17], [-3.62, 1.27, -4.12], [-3.87, 0.07, -3.26], [-4.30, 0.49, -1.98], [-4.35, 2.02, -3.97], [-3.55, 1.06, -5.20], [-2.70, 1.71, -3.80], [-2.91, -0.52, -3.27], [-4.66, -0.52, -3.72], [-4.43, -0.30, -1.46]], "mulliken_charge": [-1.4063, 1.1017, -1.6743, -0.6204, 0.3006, 0.4003, 0.3966, 0.1136, 0.3924, 0.4577, 0.2720, 0.0735, -1.3716, 1.2942, -1.4658, -0.6428, 0.3334, 0.3143, 0.3452, -0.2051, 0.3856, 0.2825, 0.3451, 0.4518, -1.1357, 0.4043, -1.0148, -0.5500, 0.1100, 0.3101, 0.4548, 0.3028, 0.0254, 0.4418, 0.2946, 0.1802, 0.4700, -0.5029, -0.0885, -0.4207, 0.1795, -0.1272, 0.1847, 0.2106, -1.0090, 0.3278, 0.4403, 0.7153, 0.1746, 0.0873, -0.1810, -0.1142, -1.1266, 0.6092, -0.5263, 0.3252, 0.1355, 0.3538, -0.3654, 0.3311, 0.2267, -0.9485, -0.3791, -0.3207, 0.0756, 0.3751, 0.4533, 0.3412, 0.2366, 0.1120, -0.9302, -0.2231, -0.4076, 0.4514, 0.1871, 0.1081, 0.4210, 0.2442, 0.1736, -1.1403, 0.0508, -0.5146, 0.3462, 0.3504, 0.2165, -0.0266, 0.4747, 0.2651]}


# 4
{"formula": "C3H9O2PS", "method": "the ωB97M-V functional and the def2-TZVPD basis", "smiles": "CP(C)(=O)O.C=S", "molar_mass_g_mol": 140.1, "de_lowest_kj_mol": 121.6, "e_homo_ev": -8.56, "largest_force_ha_per_bohr": 0.1016, "lumo_energy_ev": -0.104, "total_charge": 0, "energy_ev": -27475.669, "elements": ["C", "C", "C", "O", "O", "P", "S", "H", "H", "H", "H", "H", "H", "H", "H", "H"], "xyz": [[-1.08, 0.97, 0.26], [-0.68, -1.10, -1.58], [2.86, 1.14, 0.80], [-2.05, -1.36, 0.76], [0.53, -1.36, 0.98], [-0.61, -0.80, 0.20], [2.53, 0.08, -0.39], [-1.63, 1.19, 1.25], [-0.21, 1.73, 0.00], [-1.76, 1.15, -0.54], [0.04, -0.37, -2.24], [-0.38, -2.03, -1.77], [-1.59, -0.81, -2.01], [-2.10, -1.28, 1.69], [2.70, 2.17, 0.86], [3.42, 0.69, 1.71]], "mulliken_charge": [-0.8453, -1.0463, -0.3839, -0.5060, -0.6728, 0.8733, -0.1340, 0.2861, 0.2323, 0.3081, 0.2906, 0.3823, 0.3934, 0.3081, 0.3058, 0.2082]}